{"formula": "C41H83BN2O16", "method": "ωB97M-V/def2-TZVPD", "smiles": "C#C[C@@H](N(CCN)B(C)O)[C@](C)(O[C@@H](O)CCCCCCCCCCOC)[C@H](C)CCC.CCOC(=O)OC.CCOC(=O)OC.CCOC(=O)OC.CCOC(=O)OC", "charge": 0, "gap_ev": 9.189, "e_homo_ev": -8.855, "relative_energy_kcal_mol": 0.0, "lumo_energy_ev": 0.333, "symbols": ["C", "C", "C", "N", "C", "C", "N", "B", "C", "O", "C", "C", "O", "C", "O", "C", "C", "C", "C", "C", "C", "C", "C", "C", "C", "O", "C", "C", "C", "C", "C", "C", "H", "H", "H", "H", "H", "H", "H", "H", "H", "H", "H", "H", "H", "H", "H", "H", "H", "H", "H", "H", "H", "H", "H", "H", "H", "H", "H", "H", "H", "H", "H", "H", "H", "H", "H", "H", "H", "H", "H", "H", "H", "H", "H", "H", "H", "H", "H", "H", "H", "H", "H", "C", "C", "O", "C", "O", "O", "C", "H", "H", "H", "H", "H", "H", "H", "H", "C", "C", "O", "C", "O", "O", "C", "H", "H", "H", "H", "H", "H", "H", "H", "C", "C", "O", "C", "O", "O", "C", "H", "H", "H", "H", "H", "H", "H", "H", "C", "C", "O", "C", "O", "O", "C", "H", "H", "H", "H", "H", "H", "H", "H"], "xyz": [[-0.66993, -1.22786, -1.75646], [0.24660, -0.82983, -1.05963], [1.27605, -0.41005, -0.06640], [2.56087, -1.11818, -0.20430], [2.97150, -1.80600, 1.02616], [4.38945, -2.43627, 0.85070], [4.97879, -2.56857, 2.21751], [2.48907, -2.09795, -1.31995], [2.00681, -3.61166, -1.19216], [2.84149, -1.65005, -2.59603], [1.42019, 1.17812, -0.05238], [1.87515, 1.52862, 1.37359], [0.12646, 1.64849, -0.40918], [-0.27698, 2.87431, 0.13596], [-1.10451, 3.47742, -0.87370], [-1.15300, 2.71470, 1.42441], [-2.63874, 3.06460, 1.25552], [-3.43010, 1.99748, 0.47117], [-4.94465, 2.12189, 0.72714], [-5.76681, 1.07289, -0.07422], [-6.26678, -0.08945, 0.83798], [-6.34042, -1.46103, 0.13336], [-5.01802, -1.90828, -0.55458], [-5.25533, -2.50619, -1.97273], [-5.34784, -1.45172, -3.11005], [-6.63854, -1.42452, -3.71618], [-7.45717, -0.36360, -3.25523], [2.50502, 1.50236, -1.14861], [3.93811, 1.63792, -0.55234], [2.22793, 2.84120, -1.88707], [1.23155, 2.67285, -3.08022], [2.06957, 2.32317, -4.34327], [-1.62682, -1.47000, -2.16882], [0.87794, -0.66466, 0.93445], [2.28588, -2.61160, 1.35436], [3.07933, -1.12740, 1.88654], [4.34501, -3.45934, 0.46255], [5.07296, -1.77394, 0.30811], [5.42098, -1.69270, 2.47424], [4.25424, -2.76142, 2.90249], [2.84544, -4.28664, -1.42595], [1.26407, -3.78375, -1.99121], [1.51205, -3.87228, -0.24964], [2.13574, -1.97693, -3.17526], [1.04840, 1.25284, 2.05214], [2.04972, 2.60072, 1.54522], [2.75062, 0.97762, 1.72186], [0.53393, 3.60004, 0.29387], [-0.73917, 4.34887, -1.06070], [-1.11653, 1.63867, 1.67168], [-0.71054, 3.22525, 2.29341], [-3.07706, 3.05156, 2.27243], [-2.82756, 4.07642, 0.87766], [-3.22969, 2.07704, -0.60578], [-3.13446, 0.99106, 0.81242], [-5.16167, 1.94318, 1.79332], [-5.32384, 3.12591, 0.48712], [-5.26120, 0.71603, -0.97866], [-6.67955, 1.59277, -0.41355], [-7.25032, 0.17064, 1.25083], [-5.55687, -0.16641, 1.67878], [-6.61154, -2.20656, 0.89781], [-7.14805, -1.49337, -0.61357], [-4.57726, -2.72209, 0.04259], [-4.28251, -1.09380, -0.61141], [-6.17154, -3.11138, -1.96645], [-4.41395, -3.18733, -2.17591], [-4.66012, -1.77669, -3.90838], [-5.00415, -0.45398, -2.79656], [-8.09515, -0.64524, -2.40098], [-8.13489, -0.09566, -4.08053], [-6.88199, 0.53920, -2.99787], [2.51483, 0.73321, -1.93209], [4.17607, 0.84594, 0.16369], [4.08544, 2.64402, -0.13355], [4.63853, 1.52774, -1.39431], [3.18572, 3.12335, -2.35428], [1.96592, 3.67678, -1.22238], [0.51850, 1.86604, -2.88150], [0.75025, 3.63692, -3.29198], [2.90585, 3.03124, -4.46169], [1.48165, 2.37240, -5.26841], [2.54681, 1.33875, -4.21190], [8.12481, 7.37122, 0.84240], [8.46089, 6.17417, 1.70805], [7.40883, 5.87826, 2.63805], [6.33394, 5.28541, 2.12010], [6.17768, 4.97181, 0.96816], [5.44520, 5.10507, 3.10272], [4.20291, 4.56032, 2.66250], [7.87584, 8.23309, 1.46396], [8.96956, 7.62774, 0.20251], [7.26285, 7.17007, 0.20723], [9.34013, 6.39504, 2.31191], [8.69085, 5.29381, 1.10674], [4.35329, 3.63324, 2.11045], [3.67188, 5.28788, 2.04789], [3.60606, 4.34893, 3.54696], [0.31287, -7.11892, 6.13149], [1.70067, -6.81679, 5.60432], [1.67616, -5.79283, 4.59879], [1.50444, -4.55064, 5.04626], [1.38331, -4.21478, 6.19531], [1.47954, -3.73006, 3.98850], [1.20733, -2.36752, 4.31368], [-0.36048, -7.37015, 5.31013], [0.34504, -7.95410, 6.83166], [-0.11109, -6.25713, 6.64579], [2.10837, -7.70238, 5.11880], [2.38557, -6.54035, 6.40670], [1.90357, -1.99193, 5.06251], [0.18105, -2.25890, 4.66357], [1.32963, -1.78741, 3.40211], [7.16835, -5.41656, -0.77547], [5.67017, -5.59098, -0.91091], [5.33824, -6.66075, -1.80799], [5.50340, -7.89156, -1.32287], [5.88572, -8.17669, -0.21764], [5.17959, -8.76210, -2.28407], [5.40080, -10.12746, -1.93046], [7.62638, -5.28389, -1.75732], [7.39584, -4.54814, -0.15624], [7.62815, -6.29260, -0.31950], [5.23987, -4.68863, -1.34516], [5.19376, -5.74771, 0.05842], [4.89018, -10.38140, -1.00311], [6.46905, -10.32315, -1.84107], [4.99624, -10.73714, -2.73468], [-9.86296, 6.73523, -0.70284], [-10.52723, 5.59199, -1.44259], [-9.96202, 5.40326, -2.74748], [-8.76615, 4.81466, -2.77643], [-8.13934, 4.42800, -1.82371], [-8.36974, 4.74222, -4.04981], [-7.05236, 4.21680, -4.22002], [-9.90094, 7.64829, -1.29947], [-10.36192, 6.91343, 0.25023], [-8.81328, 6.52097, -0.50504], [-11.57957, 5.82301, -1.60324], [-10.48043, 4.66261, -0.87358], [-6.95039, 3.24637, -3.73670], [-6.31589, 4.91620, -3.82527], [-6.88942, 4.09779, -5.28831]], "atomic_forces_ev_per_a": [[1.0, 0.8, 1.3], [-1.1, -0.6, -0.5], [-0.4, 0.6, 0.2], [-0.3, -1.2, 0.1], [0.9, -0.2, -0.3], [-0.4, 0.2, 2.1], [0.3, -0.1, -0.5], [0.1, 0.2, -0.5], [-0.1, 0.3, -0.3], [-1.0, 0.2, 0.7], [1.5, -1.6, -0.8], [-1.0, 0.4, 0.5], [0.5, 0.4, 0.8], [-1.5, 1.2, -0.3], [0.5, 0.0, 0.2], [0.2, -0.7, -0.3], [-0.3, -0.6, 0.7], [-0.4, 0.5, 0.2], [-0.1, -0.4, -0.5], [-1.2, 0.5, 0.7], [0.7, -0.1, -0.6], [0.2, 0.1, 0.1], [-0.5, -0.7, -0.1], [0.5, 0.6, 0.5], [0.2, -1.2, -0.3], [0.3, 0.8, 0.4], [-0.6, 0.1, -0.4], [0.1, 1.5, 0.5], [-0.3, -0.4, -0.7], [-0.2, -0.5, -0.8], [1.3, 0.3, -0.4], [0.1, 0.0, 0.4], [0.3, -0.1, -0.3], [-0.2, -0.1, -0.4], [0.0, 0.2, -0.2], [-0.2, 0.2, -0.5], [0.0, 0.4, -0.4], [-0.4, -0.3, -0.4], [-0.1, -0.1, 0.1], [0.1, -0.1, -0.1], [-0.3, 0.0, 0.3], [0.2, 0.0, 0.2], [0.3, -0.1, -0.1], [0.6, -0.1, -0.3], [0.3, 0.1, -0.1], [0.1, -0.2, -0.2], [-0.1, 0.1, -0.4], [0.2, -0.7, 0.2], [-0.1, -0.2, -0.2], [0.0, 0.3, 0.0], [0.0, 0.1, -0.4], [0.2, 0.1, -0.2], [0.2, -0.3, -0.1], [0.0, -0.1, 0.2], [0.1, 0.2, -0.2], [0.2, 0.2, -0.2], [0.3, -0.1, 0.0], [0.1, 0.1, 0.3], [0.3, -0.2, -0.2], [0.3, -0.1, 0.0], [-0.3, -0.1, -0.1], [0.0, 0.1, -0.3], [0.1, 0.2, 0.2], [0.0, 0.4, 0.0], [-0.1, -0.2, 0.1], [0.2, 0.1, -0.1], [-0.3, 0.2, -0.1], [-0.2, 0.2, 0.1], [-0.3, -0.2, 0.0], [0.3, 0.0, -0.1], [0.2, -0.1, 0.2], [0.0, -0.3, 0.0], [-0.1, 0.0, 0.4], [0.0, 0.3, -0.1], [0.0, -0.3, 0.1], [-0.1, 0.1, 0.3], [-0.2, 0.1, 0.3], [0.0, -0.3, 0.0], [-0.1, 0.5, 0.0], [-0.3, -0.4, 0.2], [-0.3, -0.1, 0.0], [0.1, -0.3, 0.2], [-0.3, 0.1, -0.3], [-0.3, 0.1, 0.0], [0.3, 0.2, -0.3], [0.0, -0.1, 0.1], [0.0, 0.1, 0.0], [0.0, 0.0, 0.1], [0.1, 0.0, 0.0], [-0.3, -0.1, 0.0], [0.1, 0.0, 0.0], [0.0, 0.0, 0.1], [0.1, -0.1, 0.0], [-0.2, -0.1, 0.2], [-0.2, 0.0, 0.0], [0.0, 0.1, -0.1], [0.1, -0.1, -0.1], [0.2, 0.1, 0.1], [-0.2, 0.2, 0.0], [-0.1, -0.4, 0.3], [0.1, 0.1, -0.1], [-0.1, -0.1, 0.0], [0.1, 0.0, -0.1], [0.1, 0.0, 0.0], [-0.1, 0.3, 0.0], [0.1, -0.1, 0.0], [0.0, 0.0, 0.0], [0.1, 0.0, 0.1], [0.0, 0.2, -0.2], [-0.1, 0.2, 0.0], [-0.1, -0.1, 0.1], [0.1, 0.0, 0.1], [0.0, -0.2, -0.1], [0.2, -0.2, -0.1], [0.2, 0.4, 0.3], [-0.2, -0.1, 0.0], [0.1, 0.1, -0.1], [-0.1, 0.0, 0.0], [0.0, 0.1, 0.0], [0.0, -0.3, 0.0], [-0.1, 0.1, 0.0], [-0.1, 0.0, 0.0], [-0.1, 0.0, 0.1], [-0.1, -0.2, -0.2], [0.1, -0.2, 0.0], [0.1, 0.1, 0.0], [0.0, 0.0, 0.1], [0.0, 0.2, -0.1], [0.3, 0.1, -0.1], [-0.2, 0.2, 0.5], [0.0, -0.1, -0.1], [0.0, 0.2, 0.0], [0.0, -0.1, 0.0], [-0.1, 0.0, 0.1], [0.2, -0.1, -0.2], [-0.1, 0.0, 0.0], [0.0, 0.0, 0.0], [0.0, -0.1, 0.0], [0.1, -0.1, -0.3], [0.2, 0.0, -0.1], [0.0, 0.1, 0.1], [0.0, -0.1, 0.1], [-0.2, 0.1, 0.0]]}

{"formula": "ClH14LiO7", "method": "ωB97M-V/def2-TZVPD", "charge": 0, "gap_ev": 7.945, "e_homo_ev": -9.553, "relative_energy_kcal_mol": 348.5, "lumo_energy_ev": -1.608, "symbols": ["Li", "Cl", "O", "H", "H", "O", "H", "H", "O", "H", "H", "O", "H", "H", "O", "H", "H", "O", "H", "H", "O", "H", "H"], "xyz": [[2.06478, 0.06665, -1.09521], [0.54975, 0.05959, -0.24697], [-0.32834, 2.28122, -0.93941], [0.18064, 1.47579, -0.84740], [-0.29497, 2.68650, -0.07289], [1.40446, -1.21367, 1.74669], [0.65377, -1.37417, 2.31848], [1.04426, -0.71831, 1.01109], [-0.86865, -1.36645, -2.00848], [-1.19763, -0.47439, -1.89786], [-0.03011, -1.37196, -1.54689], [0.24517, -2.72524, -0.34204], [-0.68298, -2.95635, -0.30512], [0.27415, -1.80552, -0.07837], [1.33485, 1.21545, 1.62882], [1.06923, 0.76111, 0.82929], [2.12555, 0.75737, 1.91376], [-1.36025, 0.81199, 1.06164], [-1.09700, 1.73227, 1.05968], [-0.69117, 0.36987, 0.53905], [-1.61187, 0.44955, -1.24028], [-2.05517, 1.00322, -0.59750], [-0.72836, 0.33549, -0.89010]], "atomic_forces_ev_per_a": [[5.3, -0.1, -3.1], [2.2, -6.0, -5.1], [0.4, 3.6, -0.5], [-0.1, 2.5, -0.8], [0.6, 0.7, -0.1], [1.1, -1.8, 1.3], [-0.1, -0.1, 0.4], [0.6, -1.7, 2.2], [1.8, -3.5, -2.5], [-1.3, -1.1, -1.9], [-0.6, -1.1, -1.4], [1.0, -1.3, 0.9], [-0.3, 0.0, -0.4], [-0.3, -1.3, 0.6], [1.6, 3.5, 2.6], [1.7, 2.6, 3.3], [0.0, -0.1, 0.6], [-2.3, 0.8, 2.9], [-0.1, -0.1, 0.7], [-2.4, 0.5, 2.4], [-4.9, 3.1, -0.4], [-0.5, 0.1, -0.2], [-3.4, 0.7, -1.6]]}

{"formula": "C4H12NO2", "method": "ωB97M-V/def2-TZVPD", "charge": 1, "gap_ev": 10.379, "e_homo_ev": -13.746, "relative_energy_kcal_mol": 31.3, "lumo_energy_ev": -3.366, "symbols": ["C", "C", "C", "C", "O", "N", "H", "H", "H", "H", "H", "H", "H", "H", "H", "H", "H", "H", "O"], "xyz": [[-0.61713, -0.94477, 0.59663], [-0.20167, 0.15917, -0.31592], [-1.09835, 1.37599, -0.37500], [-2.43723, 1.03465, -1.02808], [-2.99882, -0.00478, -0.85516], [1.17522, 0.67747, 0.20615], [0.19900, -1.64313, 0.71915], [-1.07354, -0.65677, 1.54512], [-1.42398, -1.55432, 0.16830], [0.05224, -0.17410, -1.31390], [-1.34447, 1.65754, 0.65097], [-0.70806, 2.27706, -0.84019], [-2.85235, 1.80423, -1.68387], [1.31701, 1.58213, -0.22878], [1.17337, 0.65281, 1.22182], [1.91917, 0.04654, -0.09914], [3.74458, -1.95764, 0.47209], [2.34077, -2.52169, 0.36647], [2.83422, -1.81039, 0.79336]], "atomic_forces_ev_per_a": [[-1.1, -1.3, -0.2], [1.0, 0.9, 0.2], [-1.0, -0.2, 0.5], [0.2, 0.1, -0.1], [-0.1, -0.3, 0.0], [-0.7, -0.7, -0.8], [0.3, -0.1, 0.4], [0.5, 0.4, 0.1], [0.2, 0.4, -0.3], [-0.2, -0.3, -0.2], [-0.1, 0.1, 0.2], [0.4, -0.1, -0.3], [-0.2, 0.3, -0.1], [0.4, 0.4, 0.5], [0.2, 0.5, 0.2], [0.2, -0.3, 0.2], [-0.4, 0.1, 0.4], [0.0, -0.1, 0.2], [0.3, 0.1, -0.7]]}

{"formula": "C3H6N4", "method": "ωB97M-V/def2-TZVPD", "charge": 0, "gap_ev": [7.949, 7.949], "e_homo_ev": [-7.173, -7.172], "relative_energy_kcal_mol": 151.8, "lumo_energy_ev": [0.776, 0.776], "symbols": ["C", "C", "C", "N", "N", "N", "N", "H", "H", "H", "H", "H", "H"], "xyz": [[0.54281, 0.75170, -0.63778], [0.82976, -0.36526, 2.26147], [-0.26209, 0.61550, -1.93228], [-0.01808, -1.19214, 2.57367], [-0.97043, -1.36504, 1.74811], [-0.66447, -0.80650, 0.47260], [0.39236, 0.04867, 0.42770], [1.52907, 1.10194, -0.78267], [1.76430, -0.13096, 2.41840], [-0.27609, -0.30002, -2.52309], [0.02294, 1.41771, -2.52988], [-1.27589, 0.78776, -1.62446], [-1.61421, -0.56334, 0.12823]], "atomic_forces_ev_per_a": [[1.0, -1.3, -1.4], [-1.1, 1.6, -2.0], [-0.6, -0.3, 2.4], [-1.8, 0.1, -1.1], [-1.4, -1.9, 0.0], [-0.9, -0.1, 1.0], [-2.0, -1.4, 1.5], [0.9, 1.0, 0.3], [4.6, 1.0, 0.7], [0.5, -0.4, 0.5], [0.4, 1.3, -1.3], [-0.9, 0.1, -0.3], [1.3, 0.3, -0.3]]}